1.
{"formula": "C34H31N4", "method": "ωB97M-V/def2-TZVPD", "orbital_gap_ha": 0.21545, "e_above_lowest_kj_mol": 0.00, "spin_multiplicity": 1, "charge": 1, "elements": ["C", "N", "C", "C", "C", "C", "C", "C", "C", "C", "C", "C", "C", "C", "C", "C", "C", "N", "C", "C", "C", "C", "C", "C", "C", "C", "C", "C", "C", "H", "H", "H", "H", "H", "H", "H", "H", "H", "H", "H", "H", "H", "H", "H", "H", "H", "H", "H", "H", "H", "H", "H", "H", "H", "C", "C", "C", "C", "C", "C", "N", "C", "N", "H", "H", "H", "H", "H", "H"], "coordinates": [[2.441, 4.132, 3.545], [2.258, 2.688, 3.622], [1.975, 2.191, 4.924], [0.884, 2.749, 5.626], [0.683, 2.455, 6.973], [1.579, 1.615, 7.645], [2.653, 1.049, 6.953], [2.849, 1.319, 5.594], [2.016, 1.974, 2.448], [2.566, 0.687, 2.266], [2.295, -0.025, 1.117], [1.248, 0.398, 0.247], [0.689, -0.561, -0.626], [-0.603, -0.507, -1.218], [-0.807, -1.201, -2.443], [-2.074, -1.364, -2.966], [-3.199, -0.900, -2.250], [-4.487, -0.957, -2.845], [-4.823, 0.203, -3.673], [-5.573, -1.596, -2.190], [-6.526, -0.853, -1.471], [-7.579, -1.515, -0.833], [-7.720, -2.900, -0.960], [-6.796, -3.633, -1.714], [-5.706, -2.993, -2.298], [-3.017, -0.218, -1.037], [-1.741, 0.064, -0.576], [0.781, 1.747, 0.369], [1.207, 2.534, 1.426], [3.110, 4.364, 2.710], [1.488, 4.659, 3.415], [2.910, 4.468, 4.478], [0.215, 3.436, 5.099], [-0.182, 2.879, 7.487], [1.432, 1.411, 8.707], [3.337, 0.380, 7.472], [3.706, 0.912, 5.058], [3.210, 0.281, 3.052], [2.815, -0.964, 0.904], [1.255, -1.482, -0.769], [0.055, -1.602, -2.972], [-2.239, -1.869, -3.915], [-5.569, -0.090, -4.419], [-5.224, 1.023, -3.062], [-3.914, 0.539, -4.179], [-6.425, 0.234, -1.399], [-8.277, -0.941, -0.220], [-8.548, -3.409, -0.467], [-6.905, -4.709, -1.823], [-4.960, -3.539, -2.876], [-3.900, 0.123, -0.489], [-1.608, 0.685, 0.309], [0.079, 2.135, -0.367], [0.836, 3.552, 1.538], [5.969, -2.605, -2.461], [4.747, -2.264, -1.862], [3.926, -1.358, -2.533], [4.325, -0.810, -3.775], [5.520, -1.160, -4.388], [6.347, -2.079, -3.710], [3.275, 0.031, -4.159], [2.315, -0.032, -3.190], [2.681, -0.854, -2.220], [6.641, -3.293, -1.949], [4.397, -2.657, -0.905], [5.780, -0.726, -5.355], [7.296, -2.392, -4.150], [3.214, 0.601, -5.000], [1.396, 0.538, -3.270]]}



2.
{"formula": "C34H32AuN6OS2", "method": "ωB97M-V/def2-TZVPD", "orbital_gap_ha": [0.26194, 0.19818], "e_above_lowest_kj_mol": 0.00, "spin_multiplicity": 3, "charge": 1, "elements": ["Au", "S", "N", "C", "C", "C", "C", "C", "N", "C", "C", "N", "C", "C", "C", "C", "C", "N", "H", "H", "H", "H", "H", "H", "O", "S", "C", "C", "C", "C", "H", "H", "H", "H", "H", "H", "H", "H", "C", "C", "C", "C", "C", "C", "N", "C", "C", "C", "C", "C", "C", "H", "H", "H", "H", "H", "H", "H", "H", "H", "H", "C", "C", "C", "C", "C", "C", "N", "H", "H", "H", "H", "H", "H", "H", "H"], "coordinates": [[-0.568, -0.046, -0.141], [1.402, 3.493, 6.683], [-0.042, 3.063, 6.118], [0.141, 2.510, 4.933], [-0.875, 1.924, 4.096], [-2.214, 1.842, 4.488], [-3.097, 1.151, 3.692], [-2.623, 0.584, 2.511], [-1.379, 0.717, 2.096], [-0.492, 1.362, 2.863], [0.912, 1.415, 2.420], [1.229, 0.925, 1.211], [2.495, 0.899, 0.833], [3.543, 1.355, 1.628], [3.243, 1.881, 2.863], [1.909, 1.927, 3.273], [1.512, 2.476, 4.546], [2.315, 2.996, 5.456], [-2.515, 2.302, 5.419], [-4.134, 1.032, 3.974], [-3.277, -0.015, 1.888], [2.683, 0.480, -0.149], [4.562, 1.297, 1.273], [4.004, 2.259, 3.532], [0.945, -1.207, -1.820], [2.067, -2.155, -1.513], [3.079, -2.199, -3.057], [3.103, -3.639, -3.549], [1.711, -4.189, -3.259], [1.436, -3.855, -1.802], [4.067, -1.797, -2.838], [2.551, -1.538, -3.745], [3.859, -4.216, -3.012], [3.341, -3.682, -4.612], [1.652, -5.264, -3.434], [0.977, -3.695, -3.899], [1.993, -4.505, -1.124], [0.383, -3.860, -1.530], [0.762, 2.013, -5.117], [1.490, 1.763, -3.959], [0.849, 1.593, -2.750], [-0.546, 1.691, -2.663], [-1.273, 1.963, -3.839], [-0.623, 2.108, -5.048], [-1.197, 1.461, -1.467], [-2.347, 2.181, -1.191], [-3.442, 1.569, -0.569], [-4.578, 2.296, -0.273], [-4.648, 3.648, -0.585], [-3.563, 4.274, -1.188], [-2.427, 3.553, -1.495], [1.266, 2.127, -6.067], [2.571, 1.712, -4.008], [1.408, 1.416, -1.842], [-2.353, 2.010, -3.794], [-1.199, 2.292, -5.945], [-3.388, 0.506, -0.379], [-5.425, 1.808, 0.191], [-5.544, 4.209, -0.357], [-3.608, 5.332, -1.412], [-1.566, 4.029, -1.945], [0.988, -2.216, 2.261], [-0.148, -2.769, 1.492], [-0.716, -4.075, 1.602], [-1.739, -4.131, 0.700], [-1.770, -2.860, 0.044], [-2.672, -2.440, -1.050], [-0.802, -2.051, 0.550], [1.489, -3.001, 2.823], [0.637, -1.456, 2.964], [1.698, -1.737, 1.586], [-0.396, -4.846, 2.284], [-2.397, -4.959, 0.493], [-2.864, -3.273, -1.729], [-2.229, -1.611, -1.601], [-3.640, -2.120, -0.652]]}



3.
{"formula": "C34H32BCrF4N3O3P2", "method": "ωB97M-V/def2-TZVPD", "orbital_gap_ha": [0.20171, 0.23548], "e_above_lowest_kj_mol": 0.00, "spin_multiplicity": 5, "charge": -2, "elements": ["Cr", "C", "P", "C", "C", "C", "C", "C", "C", "C", "C", "C", "C", "C", "C", "C", "C", "C", "C", "C", "P", "C", "C", "C", "C", "C", "C", "C", "C", "C", "C", "C", "C", "N", "H", "H", "H", "H", "H", "H", "H", "H", "H", "H", "H", "H", "H", "H", "H", "H", "H", "H", "H", "H", "H", "H", "H", "H", "H", "H", "N", "C", "C", "O", "N", "C", "C", "O", "O", "H", "H", "H", "H", "H", "H", "F", "B", "F", "F", "F"], "coordinates": [[0.260, -0.204, -0.279], [-1.450, -2.171, 1.662], [-1.880, -0.483, 1.056], [-3.555, -0.602, 0.308], [-4.725, -0.104, 0.874], [-5.935, -0.196, 0.189], [-5.981, -0.789, -1.063], [-4.821, -1.299, -1.627], [-3.611, -1.197, -0.951], [-2.202, 0.446, 2.603], [-2.479, -0.142, 3.829], [-2.722, 0.644, 4.952], [-2.679, 2.029, 4.857], [-2.375, 2.625, 3.644], [-2.130, 1.835, 2.525], [-0.054, -1.996, 2.197], [0.590, -2.406, 3.350], [1.869, -1.768, 3.339], [1.915, -1.006, 2.185], [2.921, -0.021, 1.651], [1.959, 1.362, 0.873], [3.229, 2.266, -0.101], [2.939, 2.553, -1.429], [3.866, 3.221, -2.227], [5.084, 3.606, -1.697], [5.386, 3.321, -0.368], [4.458, 2.655, 0.421], [1.732, 2.493, 2.311], [1.884, 3.874, 2.218], [1.547, 4.709, 3.280], [1.053, 4.177, 4.459], [0.892, 2.802, 4.566], [1.224, 1.968, 3.502], [0.752, -1.150, 1.490], [-2.148, -2.554, 2.405], [-1.475, -2.836, 0.797], [-4.703, 0.358, 1.853], [-6.837, 0.204, 0.637], [-6.921, -0.854, -1.600], [-4.839, -1.766, -2.604], [-2.709, -1.581, -1.410], [-2.482, -1.219, 3.925], [-2.932, 0.168, 5.903], [-2.864, 2.640, 5.734], [-2.302, 3.704, 3.567], [-1.836, 2.284, 1.580], [0.202, -3.076, 4.106], [2.643, -1.851, 4.090], [3.574, 0.354, 2.440], [3.524, -0.444, 0.846], [1.993, 2.222, -1.846], [3.635, 3.410, -3.268], [5.811, 4.113, -2.321], [6.344, 3.611, 0.048], [4.692, 2.434, 1.458], [2.268, 4.306, 1.301], [1.672, 5.781, 3.180], [0.787, 4.827, 5.285], [0.488, 2.369, 5.475], [1.068, 0.896, 3.593], [-1.008, 2.907, -0.535], [-1.802, 2.431, -1.685], [-1.043, 1.515, -2.641], [-1.268, 1.726, -3.853], [-0.188, 0.637, -2.130], [0.656, -0.042, -3.131], [2.002, -0.456, -2.539], [2.967, -0.625, -3.278], [2.028, -0.573, -1.244], [-1.416, 3.757, -0.163], [-0.066, 3.139, -0.833], [-2.151, 3.237, -2.330], [-2.686, 1.900, -1.313], [0.828, 0.595, -3.995], [0.183, -0.957, -3.500], [-0.658, -4.598, -0.782], [-0.754, -3.680, -1.846], [-0.489, -2.361, -1.328], [0.158, -3.972, -2.861], [-2.081, -3.686, -2.356]]}



4.
{"formula": "C34H32BiN4O6S3Sb2", "method": "ωB97M-V/def2-TZVPD", "orbital_gap_ha": 0.26852, "e_above_lowest_kj_mol": 32.01, "spin_multiplicity": 1, "charge": -1, "elements": ["Bi", "C", "Sb", "C", "C", "C", "C", "C", "C", "C", "C", "C", "Sb", "C", "C", "H", "H", "H", "H", "H", "H", "H", "H", "H", "H", "H", "H", "H", "H", "H", "H", "H", "H", "H", "H", "O", "C", "C", "O", "C", "C", "O", "C", "O", "O", "O", "C", "C", "C", "C", "C", "C", "C", "N", "C", "C", "N", "H", "H", "H", "H", "H", "H", "H", "S", "C", "S", "C", "N", "N", "C", "C", "C", "C", "C", "C", "S", "H", "H", "H", "H", "H"], "coordinates": [[0.312, 0.183, 0.260], [-2.270, -2.744, 4.085], [-1.434, -2.536, 2.116], [0.608, -2.555, 2.777], [-1.504, -4.666, 1.634], [-2.653, -4.977, 0.728], [-3.934, -5.053, 1.276], [-5.057, -5.259, 0.493], [-4.910, -5.399, -0.879], [-3.643, -5.342, -1.436], [-2.500, -5.136, -0.661], [-1.165, -5.080, -1.335], [-0.330, -3.050, -1.467], [-2.132, -2.198, -2.260], [0.586, -3.358, -3.377], [-1.748, -3.529, 4.632], [-3.330, -2.986, 4.014], [-2.162, -1.796, 4.612], [0.776, -3.393, 3.454], [0.824, -1.619, 3.292], [1.273, -2.645, 1.917], [-1.602, -5.186, 2.588], [-0.539, -4.925, 1.199], [-4.045, -4.940, 2.350], [-6.038, -5.309, 0.950], [-5.774, -5.559, -1.512], [-3.526, -5.467, -2.507], [-1.246, -5.444, -2.360], [-0.428, -5.695, -0.816], [-2.605, -2.893, -2.955], [-1.872, -1.275, -2.776], [-2.828, -1.971, -1.452], [-0.140, -3.776, -4.075], [1.437, -4.032, -3.287], [0.937, -2.392, -3.737], [4.926, 4.211, -1.190], [4.058, 3.460, -0.843], [2.549, 3.712, -0.916], [2.008, 4.707, -1.337], [1.950, 2.494, -0.379], [2.901, 1.552, -0.018], [2.554, 0.402, 0.471], [4.256, 2.064, -0.244], [5.316, 1.534, 0.001], [0.668, 2.247, -0.246], [0.593, -0.188, -1.930], [0.428, 0.711, -2.882], [1.432, 0.889, -3.849], [1.294, 1.813, -4.863], [0.148, 2.602, -4.954], [-0.849, 2.439, -4.015], [-0.737, 1.499, -2.987], [-1.827, 1.350, -2.028], [-1.755, 0.946, -0.770], [-3.025, 0.984, -0.244], [-3.888, 1.410, -1.199], [-3.117, 1.636, -2.321], [2.327, 0.287, -3.752], [2.095, 1.941, -5.581], [0.055, 3.355, -5.725], [-1.716, 3.090, -4.050], [-3.208, 0.727, 0.785], [-4.949, 1.576, -1.186], [-3.447, 1.930, -3.223], [0.606, 6.619, 2.344], [0.555, 4.977, 2.569], [-0.915, 4.071, 2.387], [-0.075, 2.587, 2.723], [1.179, 2.752, 2.958], [1.536, 4.085, 2.878], [2.930, 4.345, 3.055], [3.391, 5.557, 3.552], [4.758, 5.762, 3.679], [5.663, 4.775, 3.319], [5.191, 3.556, 2.853], [3.830, 3.332, 2.733], [-0.894, 1.058, 2.704], [2.695, 6.333, 3.821], [5.112, 6.713, 4.056], [6.727, 4.954, 3.399], [5.877, 2.772, 2.560], [3.461, 2.374, 2.402]]}



5.
{"formula": "C34H32Cl4F3NO7SSbW", "method": "ωB97M-V/def2-TZVPD", "orbital_gap_ha": [0.24727, 0.25711], "e_above_lowest_kj_mol": 68.67, "spin_multiplicity": 3, "charge": -1, "elements": ["W", "Cl", "C", "C", "Cl", "C", "Cl", "C", "O", "C", "O", "C", "Cl", "F", "C", "F", "F", "C", "C", "C", "C", "N", "C", "S", "H", "H", "H", "O", "C", "C", "O", "O", "C", "C", "C", "C", "C", "C", "C", "C", "C", "C", "C", "C", "H", "H", "H", "H", "H", "H", "H", "H", "H", "H", "H", "C", "C", "Sb", "C", "C", "C", "C", "H", "H", "H", "H", "H", "H", "H", "H", "H", "H", "H", "H", "H", "H", "H", "C", "O", "C", "O", "H", "H", "H"], "coordinates": [[0.137, 0.228, 1.015], [-1.496, 5.022, 5.654], [-1.386, 4.310, 4.086], [-2.304, 4.524, 3.054], [-3.606, 5.681, 3.170], [-2.272, 3.740, 1.904], [-3.396, 4.014, 0.605], [-1.337, 2.698, 1.729], [-1.167, 1.837, 0.767], [-0.419, 2.469, 2.822], [0.364, 1.391, 2.785], [-0.389, 3.338, 3.910], [0.712, 2.943, 5.169], [-4.778, -3.632, 3.246], [-4.038, -3.098, 2.218], [-3.767, -4.092, 1.312], [-4.896, -2.323, 1.526], [-2.918, -2.311, 2.712], [-2.766, -2.318, 4.083], [-1.804, -1.483, 4.736], [-0.916, -0.831, 3.924], [-1.007, -0.818, 2.597], [-1.921, -1.595, 1.918], [-1.652, -1.506, 0.265], [-3.446, -2.948, 4.618], [-1.820, -1.469, 5.803], [-0.109, -0.207, 4.313], [-1.997, 1.616, -2.368], [-0.915, 0.961, -3.037], [-0.346, -0.138, -2.074], [-0.413, -1.331, -2.218], [0.149, 0.424, -1.029], [0.138, 2.067, -3.363], [-0.402, 3.135, -4.082], [0.438, 4.181, -4.455], [1.749, 4.261, -4.091], [2.274, 3.249, -3.246], [1.485, 2.129, -2.952], [-1.581, 0.305, -4.255], [-2.863, -0.135, -4.051], [-3.543, -0.765, -5.056], [-2.961, -0.958, -6.282], [-1.701, -0.409, -6.574], [-1.003, 0.220, -5.515], [-1.824, 1.732, -1.401], [-1.467, 3.123, -4.362], [0.067, 4.953, -5.170], [2.381, 5.137, -4.349], [3.245, 3.294, -2.831], [1.947, 1.216, -2.433], [-3.416, -0.073, -3.095], [-4.566, -1.144, -4.854], [-3.550, -1.412, -6.985], [-1.262, -0.524, -7.592], [0.013, 0.651, -5.652], [3.634, -0.615, 2.690], [3.419, -2.023, 2.227], [1.605, -2.175, 0.961], [2.206, -2.915, -0.933], [3.265, -4.032, -0.853], [0.631, -3.978, 1.552], [0.182, -4.205, 2.979], [4.180, -0.333, 3.609], [2.652, -0.217, 2.948], [4.006, 0.034, 1.965], [3.155, -2.682, 3.129], [4.297, -2.429, 1.684], [2.646, -2.034, -1.409], [1.295, -3.211, -1.474], [4.224, -3.516, -0.544], [3.483, -4.397, -1.843], [3.097, -4.833, -0.127], [1.252, -4.764, 1.106], [-0.262, -4.069, 0.889], [0.984, -4.283, 3.700], [-0.492, -5.040, 3.007], [-0.415, -3.311, 3.219], [3.724, 2.801, 0.908], [2.623, 2.064, 1.438], [2.128, 1.102, 0.574], [2.814, 0.851, -0.385], [4.542, 2.130, 0.657], [4.068, 3.442, 1.732], [3.375, 3.310, 0.028]]}



6.
{"formula": "C34H32CoF10N10", "method": "ωB97M-V/def2-TZVPD", "orbital_gap_ha": [0.22426, 0.18006], "e_above_lowest_kj_mol": 62.56, "spin_multiplicity": 5, "charge": 1, "elements": ["Co", "C", "N", "C", "C", "N", "C", "C", "F", "C", "F", "C", "F", "C", "F", "C", "F", "C", "C", "N", "C", "C", "F", "C", "F", "C", "F", "C", "F", "C", "F", "H", "H", "H", "H", "H", "H", "H", "H", "H", "H", "H", "C", "C", "C", "C", "C", "C", "N", "N", "C", "C", "C", "C", "C", "N", "H", "H", "H", "H", "H", "H", "H", "H", "H", "C", "N", "C", "N", "C", "N", "C", "N", "C", "C", "H", "H", "H", "H", "H", "H", "H", "H", "H", "H", "H", "H"], "coordinates": [[-0.623, -0.084, -0.518], [-2.811, 1.395, 0.682], [-1.346, 1.222, 0.837], [-1.014, 0.683, 2.174], [-1.254, -0.813, 2.134], [-0.566, -1.323, 0.938], [-0.240, -2.651, 0.937], [-0.997, -3.655, 1.584], [-2.131, -3.349, 2.202], [-0.664, -4.984, 1.517], [-1.433, -5.887, 2.101], [0.458, -5.387, 0.805], [0.772, -6.653, 0.743], [1.240, -4.440, 0.158], [2.324, -4.810, -0.493], [0.896, -3.112, 0.227], [1.705, -2.248, -0.335], [-0.647, 2.484, 0.510], [-0.745, 2.716, -1.000], [-0.815, 1.419, -1.680], [-0.829, 1.402, -3.061], [-1.718, 0.520, -3.703], [-2.653, -0.091, -2.983], [-1.703, 0.307, -5.058], [-2.564, -0.527, -5.618], [-0.788, 0.995, -5.841], [-0.752, 0.794, -7.137], [0.070, 1.912, -5.255], [0.937, 2.573, -6.004], [0.032, 2.130, -3.895], [0.896, 2.997, -3.395], [-3.154, 2.226, 1.304], [-3.333, 0.490, 0.990], [-3.066, 1.593, -0.358], [-1.610, 1.161, 2.954], [0.042, 0.871, 2.365], [-2.321, -1.034, 2.093], [-0.865, -1.288, 3.032], [0.385, 2.360, 0.819], [-1.070, 3.329, 1.060], [0.090, 3.322, -1.346], [-1.657, 3.263, -1.252], [4.885, 2.408, -1.410], [3.777, 2.651, -0.612], [2.660, 1.838, -0.699], [2.610, 0.778, -1.601], [3.739, 0.527, -2.399], [4.859, 1.336, -2.297], [1.440, 0.009, -1.669], [1.427, -0.882, -2.628], [0.354, -1.686, -2.684], [0.312, -2.705, -3.670], [-0.743, -3.571, -3.709], [-1.790, -3.444, -2.770], [-1.711, -2.435, -1.856], [-0.677, -1.566, -1.797], [5.762, 3.041, -1.342], [3.790, 3.475, 0.094], [1.818, 2.003, -0.048], [3.709, -0.308, -3.084], [5.723, 1.125, -2.915], [1.141, -2.766, -4.363], [-0.776, -4.356, -4.456], [-2.643, -4.109, -2.774], [-2.510, -2.285, -1.135], [2.953, 1.197, 2.813], [3.982, 1.091, 3.845], [3.597, 0.007, 4.758], [3.439, -1.277, 4.063], [2.431, -1.107, 3.021], [2.766, -0.050, 2.054], [4.075, -0.401, 1.449], [5.125, -0.554, 2.454], [5.244, 0.710, 3.188], [4.716, -1.594, 3.401], [3.235, 1.988, 2.116], [2.010, 1.470, 3.299], [2.652, 0.267, 5.241], [4.363, -0.098, 5.527], [1.473, -0.864, 3.500], [2.329, -2.053, 2.483], [4.364, 0.381, 0.749], [3.965, -1.337, 0.899], [5.535, 1.498, 2.490], [6.018, 0.610, 3.949], [5.488, -1.711, 4.163], [4.610, -2.539, 2.864]]}



no.,E_tot (eV)
1,-41714.2847
2,-72121.8873
3,-104947.7634
4,-105446.0701
5,-129043.6360
6,-115469.2855